Record 1
# C8H12N3

An isolated ion of composition C8H12N3 and charge +1 at a distorted geometry (ωB97M-V/def2-TZVPD, the OMol25 dataset).

```
23
Properties=species:S:1:pos:R:3
C 3.468 0.140 -1.021
C 2.159 -0.412 -1.334
C 3.332 0.720 0.227
C 1.303 -0.122 -0.241
C -0.006 -0.386 -0.029
C -2.322 -0.041 0.572
C -2.173 1.361 0.215
C -1.485 -2.225 -0.003
N 2.020 0.619 0.688
N -1.108 -0.864 0.233
N -1.113 2.083 0.861
H 4.302 0.121 -1.538
H 2.185 -0.995 -2.247
H 4.039 1.266 0.728
H -2.235 -0.247 1.689
H -3.133 -0.625 0.085
H -2.053 1.471 -0.829
H -3.153 1.813 0.495
H -2.491 -2.457 0.459
H -1.515 -2.557 -1.061
H -0.677 -2.848 0.400
H 1.507 1.182 1.363
H -0.850 3.002 0.289
```

Values from the calculation:
frontier orbital gap (spin up / spin down)	0.2728 / 0.3083	Ha
relative energy (zero: lowest compared OMol25 entry of this formula, charge and spin)	138.1	kcal/mol
lowest unoccupied orbital energy (spin up / spin down)	-4.2 / -4.8	eV
spin multiplicity	1
highest occupied orbital energy (spin up / spin down)	-11.5945 / -13.1574	eV
calculated total energy	-12948.821	eV
total charge	+1

These are the natural (NBO) partial charges, in e, on atoms 1 to 8: -0.256, -0.174, 0.060, -0.048, 0.475, -0.214, -0.351, -0.448



Record 2
# C6H9N

One molecule with the formula C6H9N (ωB97M-V/def2-TZVPD, the OMol25 dataset).

```
16
Properties=species:S:1:pos:R:3
C 2.356 -0.286 0.337
C 0.962 -0.178 -0.193
C 0.278 -1.067 -1.042
C -1.002 -0.611 -1.373
C -2.179 0.203 0.559
C -1.145 0.614 -0.511
N 0.178 0.849 0.110
H 2.404 -0.010 1.396
H 2.723 -1.308 0.219
H 3.025 0.381 -0.218
H 0.720 -2.008 -1.359
H -2.017 0.720 1.508
H -2.108 -0.875 0.732
H -3.190 0.413 0.205
H -1.459 1.521 -1.041
H 0.456 1.642 0.669
```

Values from the calculation:
frontier orbital gap	0.3005	Ha
relative energy (zero: lowest compared OMol25 entry of this formula, charge and spin)	65.2	kcal/mol
lowest unoccupied orbital energy	0.6	eV
spin multiplicity	1
highest occupied orbital energy	-7.5563	eV
calculated total energy	-7855.331	eV

These are the natural (NBO) partial charges, in e, on atoms 1 to 8: -0.671, 0.343, -0.483, -0.074, -0.592, -0.187, -0.542, 0.229



Record 3
# C4H6O2

One molecule with the formula C4H6O2 at a distorted geometry (ωB97M-V/def2-TZVPD, the OMol25 dataset).

```
12
Properties=species:S:1:pos:R:3
C 0.092 -1.073 -1.725
C 0.520 0.482 0.924
C 0.757 -0.237 -0.765
C -0.868 0.795 1.343
O 1.452 -1.278 -1.261
O 1.014 1.034 -0.365
H -0.615 -1.820 -1.384
H 0.009 -0.759 -2.758
H 1.302 0.226 1.612
H -0.880 1.689 1.968
H -1.276 -0.028 1.931
H -1.505 0.968 0.480
```

Values from the calculation:
frontier orbital gap (spin up / spin down)	0.2113 / 0.3602	Ha
relative energy (zero: lowest compared OMol25 entry of this formula, charge and spin)	72.9	kcal/mol
lowest unoccupied orbital energy (spin up / spin down)	1.0 / -0.9	eV
spin multiplicity	3
highest occupied orbital energy (spin up / spin down)	-4.7159 / -10.7063	eV
calculated total energy	-8332.286	eV

These are the natural (NBO) partial charges, in e, on atoms 1 to 8: -0.166, 0.151, 0.434, -0.704, -0.445, -0.488, 0.179, 0.177



Which formula does entry 2 have?
C6H9N



Please write out number 1 again, unchanged.
# C8H12N3

An isolated ion of composition C8H12N3 and charge +1 at a distorted geometry (ωB97M-V/def2-TZVPD, the OMol25 dataset).

```
23
Properties=species:S:1:pos:R:3
C 3.468 0.140 -1.021
C 2.159 -0.412 -1.334
C 3.332 0.720 0.227
C 1.303 -0.122 -0.241
C -0.006 -0.386 -0.029
C -2.322 -0.041 0.572
C -2.173 1.361 0.215
C -1.485 -2.225 -0.003
N 2.020 0.619 0.688
N -1.108 -0.864 0.233
N -1.113 2.083 0.861
H 4.302 0.121 -1.538
H 2.185 -0.995 -2.247
H 4.039 1.266 0.728
H -2.235 -0.247 1.689
H -3.133 -0.625 0.085
H -2.053 1.471 -0.829
H -3.153 1.813 0.495
H -2.491 -2.457 0.459
H -1.515 -2.557 -1.061
H -0.677 -2.848 0.400
H 1.507 1.182 1.363
H -0.850 3.002 0.289
```

Values from the calculation:
frontier orbital gap (spin up / spin down)	0.2728 / 0.3083	Ha
relative energy (zero: lowest compared OMol25 entry of this formula, charge and spin)	138.1	kcal/mol
lowest unoccupied orbital energy (spin up / spin down)	-4.2 / -4.8	eV
spin multiplicity	1
highest occupied orbital energy (spin up / spin down)	-11.5945 / -13.1574	eV
calculated total energy	-12948.821	eV
total charge	+1

These are the natural (NBO) partial charges, in e, on atoms 1 to 8: -0.256, -0.174, 0.060, -0.048, 0.475, -0.214, -0.351, -0.448